(1)
Computed, not measured: a 3-piece molecular cluster, C45H40BBr2F2N2O11P overall in a non-equilibrium geometry, with ωB97M-V with the def2-TZVPD basis set.

The total charge is 0. As for the strongest force on any atom: 0.148 hartree/bohr. Its SMILES is C#CC[C@@]1(B(N)O)OC(=O)[C@@](CCC(C)C)([C@@H](Br)[C@@H](C)Br)[C@@]1(N(C(=O)F)C(=O)F)P(O)O.O=C1c2ccccc2C(=O)c2ccccc21.O=C1c2ccccc2C(=O)c2ccccc21. For the HOMO energy, the calculation gives -7.8 eV.

Last column: Löwdin charge in e.
Positions of all 104 atoms, in Å:
C1 -5.98201 -6.75093 -4.37001  0.090
C2 -6.06538 -5.46445 -4.67553  -0.095
C3 -6.11025 -3.95445 -5.18429  -0.174
C4 -4.81333 -3.03918 -4.82572  -0.235
B1 -3.52452 -3.76250 -5.55926  -0.433
N1 -2.07942 -3.55571 -5.23925  0.181
O1 -3.69249 -4.75764 -6.64656  0.049
O2 -5.05003 -2.03278 -5.91001  -0.023
C5 -4.29933 -0.89442 -5.51869  -0.333
O3 -3.73700 -0.13465 -6.35479  0.104
C6 -4.46721 -0.77556 -3.87520  -0.212
C7 -3.17626 0.10591 -3.52418  -0.146
C8 -1.71635 -0.36419 -3.98485  -0.162
C9 -0.74156 -0.90428 -2.77346  -0.359
C10 -0.28077 0.31032 -1.78763  -0.078
C11 0.63746 -1.41475 -3.51316  -0.104
C12 -5.64241 0.32852 -3.85844  -0.552
Br1 -7.46881 -0.31385 -4.48821  0.749
C13 -5.70082 1.40015 -2.65952  -0.731
C14 -7.18493 2.11250 -2.73534  -0.229
Br2 -5.40223 0.89656 -0.80915  0.789
C15 -4.66051 -2.32734 -3.34787  -0.276
N2 -3.57629 -2.67312 -2.40701  0.057
C16 -3.16602 -4.04924 -2.16738  -0.293
O4 -2.13144 -4.19311 -1.40373  0.074
F1 -3.67825 -5.27870 -2.66872  0.094
C17 -3.65472 -2.14046 -1.03310  -0.269
O5 -4.28064 -2.68885 -0.05089  0.107
F2 -2.81889 -1.05424 -0.51053  -0.027
P1 -6.26490 -2.85174 -2.48563  0.905
O6 -7.08603 -1.73467 -1.54170  -0.351
O7 -6.27272 -4.33906 -1.69692  -0.274
H1 -5.89264 -7.85540 -4.08813  0.055
H2 -7.13572 -3.41906 -5.02658  0.100
H3 -6.09951 -4.02895 -6.35627  0.144
H4 -1.90174 -3.07865 -4.34667  0.037
H5 -1.55158 -3.10921 -6.01605  0.105
H6 -3.28577 -4.28343 -7.42686  0.119
H7 -3.35842 1.11440 -4.09825  0.137
H8 -3.07439 0.46794 -2.42930  0.092
H9 -1.15046 0.61251 -4.30994  0.133
H10 -1.64758 -1.02943 -4.91649  0.094
H11 -1.15336 -1.82543 -2.23154  0.094
H12 -0.54264 0.04515 -0.69646  0.059
H13 -0.84768 1.27598 -2.12049  0.087
H14 0.85173 0.53744 -1.86633  0.083
H15 0.56469 -2.50127 -3.88660  0.074
H16 0.83943 -0.70733 -4.41200  0.088
H17 1.51765 -1.30055 -2.78133  0.074
H18 -5.39893 1.02124 -4.78195  0.122
H19 -4.97347 2.27805 -2.91880  0.115
H20 -7.43812 2.51527 -3.77970  0.075
H21 -7.09349 3.05916 -2.05231  0.084
H22 -8.00679 1.46957 -2.24767  0.070
H23 -6.77776 -1.63045 -0.60397  0.038
H24 -7.10569 -4.80936 -1.99046  0.086
C18 4.64148 -0.71549 6.76778  -0.059
C19 3.98306 0.49671 6.96546  -0.055
C20 2.83788 0.79527 6.23298  -0.003
C21 2.35422 -0.11433 5.29036  -0.104
C22 3.02721 -1.31699 5.07504  -0.089
C23 4.16642 -1.62173 5.82428  -0.001
C24 2.55334 -2.26742 4.04414  -0.281
O8 3.13969 -3.32129 3.85788  0.101
C25 1.36417 -1.91665 3.23749  -0.085
C26 0.93926 -2.77702 2.22192  0.011
C27 -0.18696 -2.46115 1.46641  -0.037
C28 -0.89752 -1.29102 1.72817  -0.060
C29 -0.47397 -0.42872 2.73542  0.014
C30 0.66401 -0.73590 3.48556  -0.086
C31 1.12626 0.20425 4.52938  -0.287
O9 0.50723 1.23180 4.75650  0.100
H25 5.52981 -0.95193 7.34616  0.109
H26 4.36154 1.20890 7.69272  0.110
H27 2.32678 1.74004 6.39598  0.124
H28 4.68748 -2.56257 5.67111  0.122
H29 1.48616 -3.69253 2.01411  0.123
H30 -0.51263 -3.12906 0.67371  0.103
H31 -1.77970 -1.04888 1.14373  0.080
H32 -1.02957 0.48419 2.93108  0.123
C32 4.78297 1.86678 3.46673  -0.053
C33 5.99178 1.22715 3.73465  -0.052
C34 7.14220 1.97733 3.96016  0.007
C35 7.08889 3.37172 3.90625  -0.085
C36 5.88405 4.01109 3.61394  -0.083
C37 4.72727 3.25600 3.40541  0.013
C38 5.82488 5.48570 3.50512  -0.280
O10 4.77063 6.04604 3.25302  0.101
C39 7.06455 6.26967 3.69786  -0.085
C40 7.03608 7.65761 3.54144  0.003
C41 8.19510 8.40469 3.73396  -0.058
C42 9.38308 7.77026 4.09205  -0.059
C43 9.41655 6.38724 4.24332  0.003
C44 8.25846 5.63353 4.03670  -0.085
C45 8.31286 4.16099 4.16498  -0.280
O11 9.35421 3.60397 4.47432  0.100
H33 3.88382 1.28106 3.29999  0.102
H34 6.03699 0.14255 3.76992  0.108
H35 8.08031 1.47267 4.17364  0.122
H36 3.78287 3.74813 3.19078  0.124
H37 6.11290 8.15959 3.26550  0.121
H38 8.17181 9.48304 3.60673  0.107
H39 10.28532 8.35407 4.24921  0.107
H40 10.34705 5.89835 4.51787  0.121

***

(2)
Computed, not measured: an isolated ion of composition C22H26F2NO and charge +1 in a non-equilibrium geometry, with ωB97M-V with the def2-TZVPD basis set.

The total charge is +1. As for the strongest force on any atom: 0.078 hartree/bohr. Its SMILES is Cc1ccc(C(c2ccc(C)c(F)c2)[C@@H](C)C=[N+]2CCOCC2)cc1F. For the HOMO energy, the calculation gives -11.6 eV.

Last column: Löwdin charge in e.
Positions of all 52 atoms, in Å:
C1 0.88788 0.19569 2.74039  -0.006
C2 0.49259 0.38099 1.19823  -0.242
C3 0.68477 1.76283 0.71915  0.032
N1 -0.13031 2.82633 0.72151  0.007
C4 0.39089 3.99341 -0.04325  -0.081
C5 -0.54478 5.20476 -0.04441  -0.156
O1 -1.91564 4.79869 -0.06410  -0.120
C6 -2.27635 4.06100 1.09835  -0.166
C7 -1.54358 2.70945 1.18269  -0.062
H1 0.04681 0.48722 3.45863  0.102
H2 1.32901 -0.80642 3.03914  0.095
H3 1.71292 0.84979 3.07532  0.077
H4 -0.54151 0.08574 1.01020  0.127
H5 1.74241 2.00462 0.54791  0.151
H6 1.30859 4.27550 0.47090  0.134
H7 0.67369 3.69409 -1.07749  0.145
H8 -0.31874 5.81404 0.86459  0.141
H9 -0.40088 5.75153 -0.99140  0.144
H10 -2.07211 4.63403 2.02274  0.135
H11 -3.35791 3.91326 0.99054  0.142
H12 -2.11719 1.94393 0.60287  0.152
H13 -1.51052 2.37953 2.23413  0.139
C8 -1.21073 -5.72682 2.69168  -0.025
C9 -0.61677 -4.51197 2.04220  -0.201
C10 -1.33442 -3.72742 1.14088  -0.196
F1 -2.64027 -4.07176 0.96030  0.065
C11 -0.82625 -2.59331 0.50601  0.023
C12 0.47541 -2.19941 0.80697  -0.202
C13 0.99478 -0.84883 0.28190  -0.173
C14 0.85057 -0.61845 -1.23373  -0.158
C15 0.08897 -1.41746 -2.15649  0.068
C16 -0.00688 -1.01852 -3.46931  -0.207
F2 -0.87307 -1.62660 -4.33043  0.071
C17 0.72200 0.03729 -4.02995  -0.190
C18 0.63072 0.39216 -5.47171  -0.032
C19 1.52923 0.73183 -3.10937  -0.031
C20 1.60559 0.40208 -1.78657  -0.089
C21 1.26746 -3.06831 1.58235  -0.046
C22 0.72211 -4.16947 2.20932  -0.026
H14 -0.51341 -6.09922 3.45057  0.083
H15 -2.10931 -5.38550 3.20368  0.087
H16 -1.46137 -6.56219 2.02092  0.100
H17 -1.49539 -2.00972 -0.11625  0.126
H18 2.16916 -0.90637 0.48675  0.178
H19 -0.47294 -2.30672 -1.86773  0.117
H20 1.37882 1.13273 -5.77965  0.086
H21 0.68276 -0.44587 -6.18221  0.097
H22 -0.33424 0.87918 -5.64045  0.094
H23 2.17710 1.55258 -3.42910  0.122
H24 2.36044 0.83182 -1.08000  0.124
H25 2.32916 -2.82860 1.68459  0.119
H26 1.37072 -4.77717 2.85820  0.129

***

(3)
Computed, not measured: C30H68FI2InO15PS4 as an isolated structure in a non-equilibrium geometry, with ωB97M-V with the def2-TZVPD basis set.

The total charge is -1. As for the strongest force on any atom: 0.040 hartree/bohr. For the HOMO energy, the calculation gives -5.4 eV.

Last column: Löwdin charge in e.
Positions of all 122 atoms, in Å:
C1 -3.55210 4.42742 -1.88297  -0.099
O1 -2.94115 5.26008 -0.91199  -0.187
C2 -2.15740 4.59292 0.07067  -0.238
C3 -2.69269 4.91682 1.45539  -0.173
C4 -3.96283 4.17241 1.90451  -0.193
C5 -4.21679 2.78106 1.31278  -0.206
C6 -5.13342 1.96476 2.24904  -0.214
C7 -5.18325 0.44970 1.99121  -0.188
C8 -4.44304 -0.36930 3.07307  -0.202
C9 -3.15631 -1.08015 2.58813  -0.208
C10 -2.04567 -1.03694 3.63972  -0.212
C11 -0.69382 -1.55223 3.11276  -0.229
C12 0.04028 -0.51203 2.27175  -0.322
C13 1.30915 -1.10361 1.63109  -0.278
In1 0.93614 -2.22924 -0.24747  0.576
C14 1.99582 -4.20725 -0.06585  -0.177
C15 3.42578 -4.00336 0.19311  -0.601
O2 4.14729 -4.64109 0.86030  0.125
F1 3.97198 -2.92163 -0.42170  0.020
P1 1.95834 -0.87517 -2.17774  0.530
O3 1.18694 -1.08747 -3.46457  -0.638
C16 -1.23623 -2.49892 -0.64920  -0.874
I1 -1.94869 -0.65082 -1.51692  0.791
C17 -1.53074 -3.71241 -1.54828  -0.872
C18 -2.77430 -3.69588 -2.43991  -0.258
I2 -1.78994 -5.36820 -0.15921  0.817
H1 -4.48351 4.90593 -2.19098  0.084
H2 -3.80421 3.44752 -1.47151  0.067
H3 -2.90974 4.32820 -2.76129  0.085
H4 -2.07747 3.52020 -0.12660  0.108
H5 -1.14107 4.99757 0.00085  0.118
H6 -1.89920 4.82618 2.20030  0.108
H7 -2.92988 5.98430 1.41552  0.108
H8 -4.85053 4.78654 1.74489  0.111
H9 -3.89224 4.03132 2.98530  0.099
H10 -4.75714 2.85547 0.36677  0.102
H11 -3.29434 2.22135 1.13532  0.107
H12 -4.88495 2.15568 3.29122  0.089
H13 -6.14176 2.36580 2.10174  0.109
H14 -6.23336 0.15299 2.03313  0.096
H15 -4.82893 0.18224 0.99424  0.099
H16 -5.11972 -1.14162 3.44767  0.092
H17 -4.19554 0.28006 3.91311  0.093
H18 -2.81253 -0.61587 1.66102  0.066
H19 -3.41589 -2.11926 2.36840  0.112
H20 -2.33897 -1.61908 4.51642  0.107
H21 -1.92390 0.01484 3.91601  0.110
H22 -0.86643 -2.45023 2.50946  0.099
H23 -0.08926 -1.81452 3.98378  0.109
H24 -0.63747 -0.10718 1.51483  0.066
H25 0.32629 0.31983 2.92784  0.102
H26 2.02052 -0.30239 1.42348  0.026
H27 1.75449 -1.81907 2.32669  0.032
H28 1.89943 -4.75698 -1.00376  0.057
H29 1.61824 -4.78578 0.77199  0.044
H30 2.01045 0.50876 -1.84126  -0.058
H31 3.31787 -1.25363 -2.35664  -0.082
H32 -1.75382 -2.58150 0.30104  -0.058
H33 -0.67079 -3.93630 -2.17705  0.060
H34 -2.58600 -3.13696 -3.35492  0.059
H35 -3.64805 -3.32218 -1.91063  0.060
H36 -2.99840 -4.72245 -2.74153  0.042
O4 -1.17332 2.61712 -6.50582  -0.286
S1 0.18123 2.74425 -6.05269  0.572
O5 0.67028 4.03305 -5.66030  -0.289
O6 1.14049 2.15016 -7.18095  -0.261
C19 1.00522 2.66089 -8.51739  -0.260
C20 1.57499 4.05661 -8.68299  -0.078
C21 0.53104 1.56453 -4.80479  -0.138
H37 -0.04432 2.61923 -8.81563  0.112
H38 1.55349 1.95634 -9.14017  0.119
H39 1.01465 4.78752 -8.10294  0.067
H40 1.53515 4.34956 -9.73332  0.076
H41 2.61034 4.08821 -8.34375  0.083
H42 0.18714 0.58440 -5.11901  0.068
H43 -0.00272 1.87923 -3.91023  0.075
H44 1.60032 1.55356 -4.61645  0.073
O7 6.33370 0.44794 -6.19224  -0.273
S2 6.91375 -0.85428 -6.30735  0.555
O8 6.46699 -1.74886 -7.32967  -0.279
O9 6.86109 -1.57359 -4.89944  -0.267
C22 5.57903 -1.69287 -4.22732  -0.249
C23 4.66851 -2.72724 -4.85333  -0.067
C24 8.66570 -0.71247 -6.41062  -0.128
H45 5.10074 -0.71383 -4.18441  0.109
H46 5.82689 -1.98236 -3.20820  0.117
H47 4.36526 -2.43543 -5.85743  0.074
H48 3.76639 -2.83855 -4.25128  0.069
H49 5.17204 -3.69193 -4.92788  0.084
H50 9.01467 -0.05123 -5.62269  0.072
H51 8.88979 -0.29275 -7.38878  0.073
H52 9.10191 -1.70302 -6.31680  0.072
O10 9.70494 -2.19245 4.12469  -0.284
S3 8.37891 -1.66207 4.00871  0.556
O11 7.38523 -2.01768 4.97209  -0.275
O12 7.84331 -1.93269 2.54580  -0.263
C25 7.83247 -3.29706 2.05472  -0.237
C26 6.72613 -4.13706 2.65228  -0.075
C27 8.45009 0.09221 3.89047  -0.126
H53 8.81717 -3.73975 2.21619  0.112
H54 7.68554 -3.20075 0.98101  0.122
H55 6.86978 -4.28686 3.72257  0.072
H56 6.70125 -5.11278 2.17006  0.083
H57 5.76328 -3.65662 2.50743  0.070
H58 9.19016 0.36812 3.14483  0.072
H59 8.73932 0.46219 4.87164  0.073
H60 7.46393 0.46216 3.62381  0.076
O13 -5.92232 1.13231 7.18132  -0.270
S4 -6.85913 0.57217 6.25657  0.564
O14 -6.88760 1.01260 4.89817  -0.266
O15 -8.32002 0.70446 6.87689  -0.265
C28 -8.75928 2.02096 7.27235  -0.253
C29 -9.09844 2.91249 6.09428  -0.074
C30 -6.74622 -1.18139 6.28486  -0.115
H61 -8.00182 2.47479 7.91369  0.114
H62 -9.64470 1.84587 7.88039  0.119
H63 -8.21752 3.13741 5.49574  0.070
H64 -9.51589 3.85371 6.45339  0.080
H65 -9.82519 2.42673 5.44321  0.084
H66 -6.75523 -1.52200 7.31639  0.075
H67 -5.80417 -1.43776 5.80387  0.066
H68 -7.57999 -1.59474 5.72387  0.078

***

(4)
Computed, not measured: an isolated ion of composition C2H2NO2S and charge -1 in a non-equilibrium geometry, with ωB97M-V with the def2-TZVPD basis set.

As for the multiplicity: 3. The total charge is -1. As for the strongest force on any atom: 0.062 hartree/bohr. As for the expectation value of S²: 2.010. For the HOMO energy (alpha / beta), the calculation gives -0.1 / -3.7 eV.

Last column: Löwdin charge in e.
Positions of all 8 atoms, in Å:
C1 -1.00309 0.32797 -0.30214  -0.564
C2 0.47374 0.42917 -0.31888  -0.687
N1 -0.30671 1.43131 0.15474  0.027
O1 2.80416 -0.30360 0.34665  -0.628
O2 -1.41322 -0.68059 0.56566  -0.094
S1 1.61748 -0.75084 -0.41576  0.746
H1 -1.46684 0.25438 -1.28952  0.114
H2 -0.70552 -0.70780 1.25925  0.086